Record 1
{"formula": "C25H47N3O5PS", "method": "the ωB97M-V functional and the def2-TZVPD basis", "species": ["C", "C", "C", "C", "C", "N", "C", "C", "P", "C", "O", "N", "N", "C", "S", "H", "H", "H", "H", "H", "H", "H", "H", "H", "H", "H", "H", "H", "H", "H", "C", "C", "C", "O", "C", "H", "H", "H", "H", "H", "H", "H", "H", "C", "C", "C", "O", "C", "H", "H", "H", "H", "H", "H", "H", "H", "C", "C", "C", "O", "C", "H", "H", "H", "H", "H", "H", "H", "H", "C", "C", "C", "O", "C", "H", "H", "H", "H", "H", "H", "H", "H"], "xyz": [[-2.52, 1.88, -8.51], [-1.28, 2.73, -8.17], [-1.29, 3.40, -6.80], [-1.04, 2.52, -5.62], [0.12, 2.37, -4.90], [-0.08, 1.50, -3.87], [0.89, 1.10, -2.87], [-1.36, 1.09, -3.89], [-2.16, -0.08, -2.70], [-1.66, 0.61, -1.07], [-3.76, 0.27, -2.80], [-1.93, 1.69, -4.95], [-3.28, 1.56, -5.32], [-3.60, 0.43, -5.69], [-3.94, -0.98, -6.20], [-2.30, 0.82, -8.54], [-2.90, 2.13, -9.50], [-3.34, 2.06, -7.82], [-0.37, 2.16, -8.35], [-1.28, 3.54, -8.90], [-2.26, 3.88, -6.65], [-0.56, 4.20, -6.78], [1.07, 2.84, -5.09], [0.67, 0.10, -2.51], [0.85, 1.75, -1.99], [1.91, 1.12, -3.24], [-2.39, 0.30, -0.33], [-0.69, 0.19, -0.83], [-1.57, 1.69, -1.09], [-4.22, -0.32, -2.18], [-1.53, -2.65, 2.70], [-1.56, -1.55, 3.75], [-1.02, -0.36, 2.98], [-1.42, -0.55, 1.60], [-1.92, -1.89, 1.44], [-2.21, -3.48, 2.91], [-0.52, -3.05, 2.61], [-2.59, -1.36, 4.06], [-0.97, -1.78, 4.64], [0.07, -0.32, 3.01], [-1.41, 0.59, 3.34], [-3.01, -1.84, 1.31], [-1.49, -2.32, 0.53], [4.51, -0.69, 0.46], [3.74, 0.60, 0.74], [4.32, 1.54, -0.31], [4.67, 0.73, -1.43], [4.61, -0.66, -1.06], [4.01, -1.59, 0.82], [5.50, -0.64, 0.91], [2.67, 0.44, 0.57], [3.86, 0.97, 1.76], [5.22, 2.03, 0.06], [3.61, 2.31, -0.62], [3.73, -1.11, -1.53], [5.50, -1.16, -1.44], [2.23, -6.33, 4.16], [1.79, -6.68, 2.74], [0.54, -5.82, 2.58], [0.75, -4.65, 3.39], [1.89, -4.85, 4.24], [3.29, -6.53, 4.35], [1.64, -6.89, 4.88], [2.56, -6.36, 2.02], [1.60, -7.74, 2.58], [-0.34, -6.34, 2.95], [0.36, -5.52, 1.55], [2.71, -4.23, 3.86], [1.64, -4.53, 5.25], [-1.41, 4.53, 4.82], [-0.94, 4.18, 6.23], [-0.91, 2.66, 6.18], [-0.60, 2.31, 4.83], [-0.71, 3.46, 4.00], [-1.15, 5.54, 4.51], [-2.49, 4.42, 4.75], [0.07, 4.57, 6.40], [-1.59, 4.57, 7.02], [-1.89, 2.24, 6.44], [-0.16, 2.23, 6.85], [0.30, 3.78, 3.71], [-1.26, 3.20, 3.09]], "gap_ha": 0.2846, "fmax_ev_per_a": 1.6, "homo_energy_ev": -11.14, "total_charge": 1, "spin_multiplicity": 1}


Record 2
{"formula": "C23H34O27P2S7", "method": "the ωB97M-V functional and the def2-TZVPD basis", "species": ["C", "P", "O", "C", "C", "C", "C", "C", "C", "C", "O", "C", "P", "S", "C", "C", "O", "H", "H", "H", "H", "H", "H", "H", "H", "H", "H", "C", "C", "O", "S", "O", "O", "O", "H", "H", "H", "H", "C", "C", "O", "S", "O", "O", "O", "H", "H", "H", "H", "C", "C", "O", "S", "O", "O", "O", "H", "H", "H", "H", "C", "C", "O", "S", "O", "O", "O", "H", "H", "H", "H", "C", "C", "O", "S", "O", "O", "O", "H", "H", "H", "H", "C", "C", "O", "S", "O", "O", "O", "H", "H", "H", "H"], "xyz": [[3.70, 0.22, -3.30], [2.87, 1.64, -4.25], [2.63, 1.18, -5.87], [1.11, 1.81, -3.56], [0.82, 2.50, -2.31], [-0.53, 2.64, -1.75], [-1.62, 2.04, -2.49], [-1.32, 1.33, -3.74], [0.00, 1.19, -4.31], [-2.56, 0.67, -4.45], [-2.67, 0.59, -5.64], [-3.64, 0.12, -3.45], [-4.49, -1.48, -3.92], [-6.30, -1.63, -3.19], [-3.91, 0.77, -2.29], [-3.10, 2.08, -1.99], [-3.58, 3.02, -1.41], [2.90, -0.20, -2.60], [4.59, 0.56, -2.71], [3.99, -0.63, -3.97], [2.34, 0.24, -5.87], [1.69, 2.92, -1.76], [-0.70, 3.18, -0.79], [0.22, 0.64, -5.25], [-3.74, -2.50, -3.27], [-4.41, -1.75, -5.31], [-4.67, 0.37, -1.57], [1.96, 1.88, 1.88], [2.59, 0.62, 2.44], [2.74, -0.25, 1.31], [3.02, 0.64, 0.00], [4.42, 0.67, -0.23], [2.08, 0.27, -1.01], [2.58, 2.07, 0.61], [0.88, 1.75, 1.73], [2.13, 2.75, 2.52], [1.97, 0.15, 3.21], [3.58, 0.82, 2.85], [-4.43, 5.63, 1.17], [-5.10, 5.62, 2.53], [-4.06, 5.30, 3.46], [-2.67, 5.91, 2.91], [-2.43, 7.15, 3.56], [-1.70, 4.86, 2.89], [-3.14, 6.21, 1.40], [-4.29, 4.61, 0.80], [-4.99, 6.21, 0.44], [-5.91, 4.90, 2.59], [-5.49, 6.61, 2.78], [7.36, -0.90, 4.31], [7.73, 0.20, 3.33], [6.71, 1.19, 3.50], [6.23, 1.20, 5.03], [6.91, 2.23, 5.72], [4.81, 1.07, 5.06], [6.88, -0.22, 5.47], [6.56, -1.52, 3.92], [8.22, -1.52, 4.56], [7.75, -0.15, 2.30], [8.69, 0.65, 3.58], [-4.91, 0.28, 2.84], [-4.16, 0.81, 1.64], [-5.18, 1.25, 0.73], [-6.44, 1.80, 1.58], [-6.32, 3.22, 1.67], [-7.61, 1.15, 1.12], [-6.02, 1.17, 3.01], [-5.31, -0.72, 2.65], [-4.30, 0.26, 3.74], [-3.54, 0.05, 1.17], [-3.54, 1.67, 1.90], [-3.15, -4.74, -6.37], [-2.71, -6.18, -6.16], [-2.45, -6.29, -4.76], [-3.44, -5.30, -3.95], [-4.54, -6.06, -3.49], [-2.65, -4.48, -3.10], [-3.94, -4.42, -5.22], [-2.28, -4.06, -6.39], [-3.73, -4.61, -7.28], [-1.83, -6.43, -6.74], [-3.52, -6.87, -6.41], [4.22, -5.56, 3.61], [5.05, -5.01, 4.76], [5.60, -3.79, 4.26], [4.56, -3.12, 3.23], [3.80, -2.13, 3.92], [5.24, -2.84, 2.01], [3.61, -4.41, 3.01], [4.85, -6.04, 2.86], [3.45, -6.26, 3.95], [5.84, -5.70, 5.06], [4.42, -4.78, 5.62]], "gap_ha": 0.2618, "fmax_ev_per_a": 3.1, "homo_energy_ev": -8.22, "smiles": "CP(O)c1ccc2c(c1)C(=O)C([PH2]=S)=CC2=O.O=S1(=O)OCCO1.O=S1(=O)OCCO1.O=S1(=O)OCCO1.O=S1(=O)OCCO1.O=S1(=O)OCCO1.O=S1(=O)OCCO1", "spin_multiplicity": 1}


Record 3
{"formula": "C5H13N3O2S", "method": "the ωB97M-V functional and the def2-TZVPD basis", "species": ["C", "C", "C", "C", "C", "N", "N", "N", "O", "O", "S", "H", "H", "H", "H", "H", "H", "H", "H", "H", "H", "H", "H", "H"], "xyz": [[1.00, 1.82, 1.73], [-2.92, -1.60, 0.15], [1.41, 0.60, -2.29], [1.38, 0.94, 0.57], [-0.83, -0.39, 0.22], [1.10, -1.52, 0.46], [0.50, -0.34, 0.44], [-1.48, -1.57, 0.06], [-0.07, 2.44, -1.08], [2.36, 2.76, -1.07], [1.24, 1.87, -1.00], [0.02, 2.25, 1.56], [1.01, 1.26, 2.66], [1.73, 2.63, 1.79], [-3.35, -1.72, -0.85], [-3.26, -2.43, 0.78], [-3.29, -0.67, 0.57], [0.54, -0.04, -2.23], [1.47, 1.11, -3.24], [2.32, 0.05, -2.09], [2.40, 0.57, 0.63], [-1.36, 0.54, 0.10], [2.07, -1.44, 0.76], [-0.92, -2.37, 0.36]], "gap_ha": [0.2810, 0.2810], "relative_energy_kcal_mol": 10.2, "fmax_ev_per_a": 2.3, "homo_energy_ev": [-6.84, -6.84], "spin_multiplicity": 1}


Record 4
{"formula": "C3H3P", "method": "the ωB97M-V functional and the def2-TZVPD basis", "species": ["C", "C", "C", "P", "H", "H", "H"], "xyz": [[-0.29, 0.28, 1.28], [0.66, 0.65, 1.93], [-0.43, -0.65, -2.12], [0.86, -0.22, -2.91], [-1.13, -0.15, 0.82], [-1.23, -0.56, -1.38], [1.56, 0.64, 2.39]], "gap_ha": 0.3774, "relative_energy_kcal_mol": 32.6, "fmax_ev_per_a": 3.9, "homo_energy_ev": -10.07, "smiles": "C#C.C#P", "spin_multiplicity": 1}


Record 5
{"formula": "C3H7CdINO", "method": "the ωB97M-V functional and the def2-TZVPD basis", "species": ["Cd", "I", "C", "C", "O", "N", "C", "H", "H", "H", "H", "H", "H", "H"], "xyz": [[24.59, 28.67, -19.10], [23.75, 27.04, -17.06], [27.07, 31.97, -18.67], [26.26, 31.06, -17.78], [26.06, 29.85, -18.07], [25.74, 31.58, -16.69], [25.15, 30.80, -15.61], [27.27, 32.92, -18.19], [26.58, 32.12, -19.62], [28.03, 31.45, -18.80], [25.89, 32.55, -16.47], [24.32, 30.16, -15.89], [24.86, 31.43, -14.78], [25.88, 30.11, -15.17]], "gap_ha": 0.2442, "relative_energy_kcal_mol": 0.0, "fmax_ev_per_a": 1.7, "homo_energy_ev": -13.04, "total_charge": 1, "spin_multiplicity": 1}


Values of E_tot, in order: -2260.45772; -6398.10714; -911.14434; -457.29303; -713.71343, all in hartree.